No. 1
{
  "formula": "C26H31AuN4OSe2Si",
  "method": "ωB97M-V with the def2-TZVPD basis set",
  "charge": 0,
  "multiplicity": 1,
  "max_force_ev_per_a": 0.94,
  "de_lowest_kcal_mol": 41.1,
  "e_tot_ev": -177734.3324,
  "elements": ["Au", "N", "C", "N", "C", "C", "C", "C", "C", "H", "H", "H", "H", "H", "H", "H", "H", "H", "H", "C", "C", "C", "C", "C", "C", "Si", "C", "C", "C", "C", "C", "C", "H", "H", "H", "H", "H", "H", "H", "H", "H", "H", "H", "C", "C", "O", "H", "H", "H", "H", "H", "H", "Se", "Se", "N", "C", "C", "C", "C", "C", "C", "N", "H", "H", "H", "H"],
  "xyz": [[-0.13, -0.12, 0.16], [-2.55, 1.24, -0.03], [-3.45, 1.02, 0.67], [-4.43, 0.80, 1.53], [-5.16, -0.47, 1.50], [-5.54, -0.85, 2.92], [-6.31, 0.28, 3.60], [-5.49, 1.57, 3.58], [-5.11, 1.94, 2.16], [-4.52, -1.22, 1.04], [-6.06, -0.35, 0.89], [-4.62, -1.05, 3.48], [-6.12, -1.77, 2.90], [-6.56, 0.00, 4.63], [-7.26, 0.44, 3.07], [-4.57, 1.41, 4.15], [-6.04, 2.39, 4.03], [-4.45, 2.80, 2.13], [-6.01, 2.18, 1.58], [4.64, 3.11, 1.66], [3.99, 2.65, 0.52], [2.78, 1.97, 0.64], [2.20, 1.75, 1.89], [2.87, 2.22, 3.02], [4.08, 2.89, 2.91], [0.54, 0.92, 2.16], [-0.74, 2.20, 2.62], [-1.54, 2.00, 3.75], [-2.49, 2.94, 4.13], [-2.66, 4.10, 3.38], [-1.88, 4.30, 2.24], [-0.93, 3.36, 1.87], [5.58, 3.64, 1.57], [4.43, 2.81, -0.46], [2.32, 1.57, -0.25], [2.45, 2.05, 4.01], [4.58, 3.25, 3.80], [0.67, 0.03, 3.32], [-1.41, 1.10, 4.34], [-3.08, 2.78, 5.02], [-3.39, 4.84, 3.67], [-2.01, 5.20, 1.65], [-0.33, 3.54, 0.99], [4.80, -1.65, 0.01], [3.34, -1.50, 0.40], [2.58, -0.87, -0.63], [5.37, -2.10, 0.83], [5.24, -0.68, -0.22], [4.91, -2.30, -0.86], [3.25, -0.84, 1.26], [2.89, -2.46, 0.66], [2.61, -1.42, -1.42], [-0.70, -1.90, 1.51], [0.35, 2.77, -1.93], [0.10, 1.02, -1.77], [-0.59, 0.63, -2.83], [-1.03, -0.73, -3.07], [-1.70, -0.98, -4.20], [-2.00, 0.05, -5.17], [-1.61, 1.33, -4.99], [-0.89, 1.66, -3.79], [-0.48, 2.87, -3.48], [-0.82, -1.50, -2.33], [-2.04, -1.99, -4.40], [-2.55, -0.22, -6.06], [-1.84, 2.11, -5.70]]
}

No. 2
{
  "formula": "C5H9N2O",
  "method": "ωB97M-V with the def2-TZVPD basis set",
  "charge": 1,
  "multiplicity": 1,
  "max_force_ev_per_a": 4.85,
  "de_lowest_kcal_mol": 83.2,
  "e_tot_ev": -10349.0117,
  "elements": ["O", "C", "C", "C", "N", "C", "C", "N", "H", "H", "H", "H", "H", "H", "H", "H", "H"],
  "xyz": [[2.88, -0.78, -0.19], [1.87, -0.19, -0.01], [1.58, 1.32, -0.31], [0.03, 0.77, 0.62], [-1.31, 0.59, -0.03], [-1.35, -0.79, -0.60], [-0.41, -1.50, 0.35], [0.66, -0.52, 0.58], [2.25, 2.03, 0.20], [1.19, 1.69, -1.37], [-0.09, 1.30, 1.59], [-1.43, 1.34, -0.66], [-1.79, 0.81, 0.80], [-0.85, -0.87, -1.73], [-2.41, -1.05, -0.51], [-0.80, -1.67, 1.36], [-0.02, -2.46, -0.08]]
}

No. 3
{
  "formula": "C22H26ClN4O4Sc",
  "method": "ωB97M-V with the def2-TZVPD basis set",
  "charge": 0,
  "multiplicity": 1,
  "max_force_ev_per_a": 3.37,
  "e_tot_ev": -70603.4187,
  "elements": ["Sc", "C", "C", "C", "N", "C", "C", "C", "C", "C", "C", "C", "N", "C", "C", "C", "N", "C", "C", "C", "C", "C", "C", "C", "N", "C", "C", "H", "H", "H", "H", "H", "H", "H", "H", "H", "H", "H", "H", "H", "H", "H", "H", "H", "H", "H", "H", "H", "H", "H", "H", "H", "H", "O", "Cl", "O", "O", "O"],
  "xyz": [[-14.41, 1.17, -1.20], [-14.77, -0.57, 2.39], [-13.24, -0.28, 2.48], [-12.55, 0.37, 1.24], [-13.27, 1.47, 0.67], [-13.46, 2.59, 1.39], [-12.80, 2.79, 2.64], [-13.07, 3.71, 3.66], [-14.09, 4.65, 3.76], [-14.87, 5.07, 2.67], [-15.01, 4.61, 1.38], [-14.36, 3.52, 0.73], [-14.64, 3.21, -0.54], [-15.35, 4.16, -1.42], [-16.81, 3.82, -1.68], [-16.98, 2.58, -2.56], [-16.50, 1.40, -1.86], [-17.33, 0.39, -1.60], [-18.71, 0.58, -1.49], [-19.73, -0.35, -1.65], [-19.62, -1.70, -2.04], [-18.46, -2.46, -1.91], [-17.27, -2.12, -1.30], [-16.66, -0.86, -1.23], [-15.38, -0.68, -0.78], [-14.74, -1.74, -0.02], [-15.11, -1.81, 1.49], [-15.32, 0.32, 2.09], [-15.09, -0.84, 3.40], [-12.74, -1.23, 2.67], [-13.04, 0.31, 3.39], [-12.38, -0.36, 0.44], [-11.53, 0.75, 1.50], [-11.97, 2.08, 2.78], [-12.39, 3.66, 4.50], [-14.24, 5.15, 4.71], [-15.52, 5.91, 2.89], [-15.66, 5.17, 0.72], [-14.84, 4.24, -2.39], [-15.25, 5.15, -0.96], [-17.24, 4.72, -2.14], [-17.36, 3.68, -0.75], [-16.46, 2.72, -3.52], [-18.04, 2.43, -2.81], [-19.06, 1.64, -1.37], [-20.74, 0.06, -1.57], [-20.49, -2.19, -2.42], [-18.56, -3.47, -2.23], [-16.70, -2.95, -0.88], [-13.65, -1.65, -0.11], [-14.99, -2.71, -0.44], [-14.63, -2.65, 1.94], [-16.19, -2.00, 1.58], [-11.89, 0.40, -4.18], [-12.72, 0.79, -3.15], [-12.77, -0.14, -2.01], [-14.11, 0.92, -3.54], [-12.37, 2.10, -2.58]]
}

No. 4
{
  "formula": "C7H10",
  "method": "ωB97M-V with the def2-TZVPD basis set",
  "charge": 0,
  "multiplicity": 1,
  "max_force_ev_per_a": 0.96,
  "de_lowest_kcal_mol": 96.2,
  "e_tot_ev": -7416.8616,
  "elements": ["C", "C", "C", "C", "C", "C", "C", "H", "H", "H", "H", "H", "H", "H", "H", "H", "H"],
  "xyz": [[1.58, 1.14, -0.34], [1.11, 0.05, -0.95], [0.21, -0.98, -0.29], [0.40, -1.18, 1.21], [-1.11, -0.22, -0.68], [-1.22, 1.12, -0.10], [-2.28, 0.47, 0.22], [1.62, 1.21, 0.75], [1.92, 2.01, -0.89], [1.16, 0.00, -2.04], [0.30, -1.95, -0.80], [-0.32, -1.91, 1.58], [1.41, -1.53, 1.45], [0.23, -0.24, 1.75], [-1.34, -0.39, -1.74], [-0.46, 1.88, 0.08], [-3.21, 0.52, 0.79]]
}

No. 5
{
  "formula": "C27H25F5N3O2RuSeTe",
  "method": "ωB97M-V with the def2-TZVPD basis set",
  "s_squared": 0.757,
  "charge": -2,
  "multiplicity": 2,
  "max_force_ev_per_a": 1.21,
  "de_lowest_kcal_mol": 0.0,
  "e_tot_ev": -125780.9998,
  "elements": ["Ru", "C", "N", "C", "C", "C", "N", "C", "C", "C", "C", "C", "C", "C", "O", "C", "C", "C", "N", "C", "C", "C", "C", "C", "C", "C", "O", "H", "H", "H", "H", "H", "H", "H", "H", "H", "H", "H", "H", "H", "H", "H", "H", "H", "H", "H", "H", "H", "H", "H", "H", "H", "Te", "F", "C", "C", "F", "C", "F", "C", "Se", "C", "F", "C", "F"],
  "xyz": [[-0.24, -0.29, -0.67], [2.60, -0.63, 0.68], [2.11, -0.48, -0.69], [2.62, 0.78, -1.28], [2.07, 2.06, -0.67], [0.74, 2.51, -1.24], [-0.36, 1.77, -0.64], [-1.13, 2.38, 0.17], [-2.33, 1.83, 0.78], [-3.03, 2.64, 1.68], [-4.20, 2.23, 2.29], [-4.67, 0.95, 1.99], [-4.01, 0.13, 1.11], [-2.82, 0.54, 0.45], [-2.29, -0.24, -0.44], [2.58, -1.58, -1.55], [2.09, -2.98, -1.20], [0.59, -3.17, -1.33], [-0.06, -2.33, -0.34], [-0.38, -2.90, 0.76], [-0.78, -2.28, 2.00], [-1.26, -3.14, 3.02], [-1.63, -2.68, 4.25], [-1.53, -1.29, 4.50], [-1.06, -0.43, 3.56], [-0.65, -0.89, 2.26], [-0.16, -0.04, 1.43], [3.70, -0.73, 0.68], [2.16, -1.51, 1.15], [2.32, 0.22, 1.30], [2.39, 0.74, -2.35], [3.72, 0.79, -1.17], [2.80, 2.85, -0.84], [1.97, 1.96, 0.41], [0.70, 2.35, -2.32], [0.62, 3.58, -1.05], [-0.91, 3.42, 0.41], [-2.62, 3.63, 1.89], [-4.72, 2.88, 2.98], [-5.59, 0.59, 2.46], [-4.37, -0.87, 0.89], [3.68, -1.59, -1.54], [2.25, -1.34, -2.56], [2.39, -3.25, -0.18], [2.60, -3.68, -1.88], [0.33, -4.23, -1.18], [0.27, -2.88, -2.33], [-0.34, -4.00, 0.79], [-1.34, -4.20, 2.79], [-1.99, -3.36, 5.01], [-1.83, -0.90, 5.47], [-0.98, 0.63, 3.75], [-0.41, -0.37, -3.22], [5.69, 5.61, 5.83], [4.72, 4.88, 5.24], [3.39, 5.07, 5.55], [3.07, 6.00, 6.47], [2.42, 4.32, 4.92], [1.15, 4.57, 5.30], [2.69, 3.34, 3.96], [1.35, 2.31, 3.10], [4.06, 3.19, 3.68], [4.46, 2.28, 2.78], [5.05, 3.93, 4.29], [6.34, 3.73, 3.97]]
}

The highest multiplicity belongs to which entry?
C27H25F5N3O2RuSeTe

Which formula does entry 5 have?
C27H25F5N3O2RuSeTe

multiplicity of number 4 (C7H10)?
1

Which value of multiplicity does entry 2 give?
1